82
Properties=species:S:1:pos:R:3 method="wB97M-V/def2-TZVPD" total_charge=-1 homo_ev=-4.50 de_lowest_ev=0.000 gap_ev=6.3
Fe 0.3838 0.2478 -0.7148
C 1.8019 3.1702 -1.7782
C 1.9469 2.9215 -0.3147
C 2.4143 3.9267 0.5337
C 2.5931 3.6647 1.8739
C 2.3500 2.3865 2.3506
C 1.8823 1.4376 1.4610
N 1.6421 1.7123 0.1699
C 1.5813 0.0404 1.8575
C 1.9036 -0.5186 3.0843
C 1.5146 -1.8251 3.3326
C 0.7960 -2.5195 2.3763
C 0.5099 -1.8925 1.1695
N 0.9446 -0.6628 0.9278
C -0.2928 -2.4987 0.0772
C -0.8285 -3.7667 0.1891
C -1.5292 -4.2882 -0.8881
C -1.6204 -3.5427 -2.0397
C -1.0436 -2.2701 -2.0900
C -1.0456 -1.5065 -3.3762
N -0.4430 -1.7451 -1.0241
H 2.6013 3.8276 -2.1260
H 0.8375 3.6431 -1.9687
H 1.8175 2.2340 -2.3222
H 2.6255 4.9053 0.1243
H 2.9361 4.4417 2.5453
H 2.5003 2.1470 3.3933
H 2.4479 0.0477 3.8256
H 1.7581 -2.2960 4.2762
H 0.4677 -3.5287 2.5714
H -0.7054 -4.3469 1.0907
H -1.9677 -5.2763 -0.8303
H -2.1131 -3.9284 -2.9222
H -0.7779 -2.1771 -4.1952
H -0.3404 -0.6804 -3.3350
H -2.0350 -1.0912 -3.5771
O -1.2008 0.6783 0.4002
N -1.6743 1.8421 0.7003
N -1.0903 2.8062 0.1492
O -0.2014 1.2383 -2.3653
C -1.5989 4.0556 0.5802
C -1.7043 5.0660 -0.3737
C -2.1514 6.3282 -0.0142
C -2.4925 6.6044 1.3041
C -2.3837 5.6002 2.2581
C -1.9375 4.3357 1.9039
H -1.4658 4.8238 -1.4028
H -2.2439 7.0987 -0.7706
H -2.8404 7.5908 1.5848
H -2.6470 5.8051 3.2894
H -1.8476 3.5481 2.6404
C -5.0190 2.9416 -1.5066
Si -4.1145 2.6929 -3.1330
C -5.1373 1.5004 -4.1732
C -4.1022 4.3449 -4.0361
C -2.4680 2.0777 -2.8746
C -1.3432 1.6680 -2.5974
H -6.0239 3.3470 -1.6593
H -4.4624 3.6280 -0.8646
H -5.1050 1.9934 -0.9710
H -6.1416 1.8889 -4.3659
H -5.2353 0.5411 -3.6592
H -4.6505 1.3161 -5.1339
H -5.1162 4.7184 -4.2055
H -3.6038 4.2510 -5.0038
H -3.5569 5.0900 -3.4514
O 2.4249 -2.5251 -1.5471
C 2.3307 -1.4857 -2.2063
O 1.9396 -0.3452 -1.8211
C 2.7275 -1.5386 -3.6781
C 2.2560 -0.5731 -4.5619
C 2.5835 -0.6364 -5.9066
C 3.3969 -1.6696 -6.3402
C 3.8769 -2.6457 -5.4829
C 3.5253 -2.5766 -4.1462
N 3.7635 -1.7378 -7.7656
O 3.3420 -0.8709 -8.5062
O 4.4741 -2.6571 -8.1289
H 1.6193 0.2141 -4.1766
H 2.2221 0.0951 -6.6140
H 4.5040 -3.4350 -5.8697
H 3.8539 -3.3266 -3.4393